C28H50P2SiTi as an isolated structure in a non-equilibrium geometry. Source: the Open Molecules 2025 dataset; level of theory: ωB97M-V/def2-TZVPD.

```
82
Properties=species:S:1:pos:R:3:forces:R:3
Ti 0.059003 -0.968187 0.624315 -0.5 1.3 2.1
C -0.766158 -2.739413 1.882330 1.3 0.8 0.5
C 0.554583 -3.089168 1.389922 0.1 1.2 0.9
C 0.785102 -1.318112 2.890291 -0.6 -0.7 -0.9
C -0.614511 -1.619742 2.779671 0.9 -0.9 -0.7
C 1.510421 -2.193194 2.013146 -1.6 -0.3 0.0
C -2.060756 -3.408107 1.590097 -0.5 -0.3 0.1
H -2.041588 -3.958219 0.648466 0.0 0.0 0.0
H -2.879146 -2.677015 1.549038 0.1 -0.2 -0.1
H -2.330936 -4.131083 2.372312 0.2 0.1 -0.1
C -1.706192 -0.888979 3.459317 -0.4 0.4 0.4
H -2.679222 -1.317505 3.219222 0.0 0.0 0.1
H -1.706950 0.162164 3.146418 -0.1 -0.3 0.2
H -1.589008 -0.900181 4.548947 0.0 -0.1 -0.1
C 1.372304 -0.294644 3.783519 0.3 0.5 0.2
H 1.027911 -0.412505 4.816821 0.0 -0.1 -0.1
H 1.077006 0.707231 3.454190 0.1 -0.1 0.1
H 2.465326 -0.348294 3.785571 -0.2 0.0 0.0
C 2.982978 -2.198182 1.838442 0.6 -0.1 0.0
H 3.474583 -2.794533 2.616439 -0.1 0.0 -0.1
H 3.400710 -1.187285 1.902893 -0.1 -0.2 0.0
H 3.273526 -2.627448 0.876333 0.0 0.0 0.1
C 0.907246 -4.160622 0.429021 0.2 -0.7 -0.3
H 1.199482 -5.086634 0.942795 -0.1 0.1 -0.1
H 1.763207 -3.875678 -0.196057 -0.2 -0.1 0.1
H 0.072368 -4.415986 -0.233780 0.1 0.0 0.1
C -1.361432 0.675476 -3.800587 -1.3 -0.8 -0.7
C -1.570386 -0.649696 -3.916632 -1.0 1.2 -0.9
C -0.867235 -1.542552 -4.894133 0.1 -0.4 -0.4
C 0.648245 -1.291358 -5.098248 -0.6 -0.1 -0.2
C 1.372469 -0.775155 -3.892514 1.1 0.9 -0.3
C 1.662301 0.535402 -3.707312 0.5 -1.3 -1.1
C 0.973648 1.663104 -4.393130 -0.3 0.5 -0.6
C -0.539008 1.485758 -4.744169 0.7 0.6 -0.3
H -1.354007 -1.438309 -5.880246 0.0 -0.2 0.3
H 0.815957 -0.625097 -5.961528 -0.1 -0.1 0.5
H -1.015961 -2.588433 -4.589204 0.0 0.2 -0.1
H -0.636718 1.105511 -5.776461 0.0 -0.1 0.5
H -2.001527 1.265274 -3.135627 0.3 -0.4 -0.3
H -2.470165 -1.093095 -3.465860 0.6 0.3 0.1
H -0.973778 2.501663 -4.776984 0.2 -0.4 0.0
H 1.083790 2.565876 -3.769622 0.0 -0.3 -0.2
H 2.554089 0.853621 -3.163987 -0.6 -0.2 0.5
H 1.493967 1.889764 -5.337872 0.0 0.1 0.2
H 1.108912 -2.252765 -5.381144 -0.1 0.4 0.1
H 1.767737 -1.545516 -3.218548 0.2 0.4 -0.4
P -1.602628 0.017511 -0.665794 1.1 -2.2 1.2
C -3.136854 0.878424 -0.851582 -0.7 1.2 -0.4
C -1.652950 -1.753300 -1.169205 -0.4 0.2 -1.2
P 1.813641 0.250664 -0.455328 -1.8 -0.9 1.7
C 0.069037 0.437187 -1.392623 0.2 0.1 -0.1
C 3.093809 -0.786668 -1.192901 0.4 0.0 -1.1
C 2.333579 1.955466 -0.320382 0.4 0.5 -0.1
H -3.248205 1.584583 -0.018334 0.2 -0.2 -0.1
H -3.978329 0.173520 -0.808690 0.4 -0.1 0.0
H -3.211203 1.444962 -1.784134 -0.2 -0.1 0.2
H -1.224501 -1.915188 -2.162205 -0.1 -0.2 0.3
H -2.712459 -2.046752 -1.185011 0.4 -0.3 0.2
H -1.120830 -2.430376 -0.475772 -0.1 0.1 0.1
H 2.134444 2.471750 -1.266971 0.3 0.1 0.2
H 3.403934 1.997405 -0.068369 -0.3 0.1 -0.2
H 1.748040 2.410458 0.489868 0.1 -0.1 -0.3
H 0.028006 1.497677 -1.666236 0.2 -0.3 0.0
H 0.149297 -0.192598 -2.265064 -0.1 0.5 0.2
H 3.995449 -0.723147 -0.567053 -0.4 0.2 0.0
H 3.348063 -0.482458 -2.204025 0.4 -0.2 0.1
H 2.789888 -1.842731 -1.219835 -0.1 0.4 0.1
C -1.915786 4.565536 2.741040 -0.1 0.0 -0.2
Si -0.705651 3.305842 3.416243 0.0 0.1 0.2
C 0.923030 4.126585 3.856726 0.1 0.0 -0.2
C -1.407788 2.536152 4.978743 -0.1 -0.2 0.0
C -0.412248 1.990959 2.132598 -0.4 -1.1 -1.3
C -0.348593 1.020676 1.347223 0.9 1.6 2.0
H -2.062386 5.423732 3.409083 0.1 -0.2 -0.1
H -2.898290 4.108043 2.569561 0.1 0.1 0.0
H -1.555366 4.946848 1.776989 -0.1 0.0 0.1
H 0.800058 4.843337 4.679922 0.0 -0.2 -0.2
H 1.663969 3.381703 4.169673 -0.1 0.1 0.0
H 1.333293 4.669363 2.995166 0.0 -0.1 0.2
H -2.362282 2.030084 4.792090 0.1 0.1 0.0
H -0.724497 1.800859 5.420838 -0.1 0.1 -0.1
H -1.588910 3.305709 5.737863 0.0 0.0 -0.2
```
Forces are in eV/Å.

## Properties
* total charge: +1
* Kohn-Sham gap (alpha / beta): 7.2226 / 7.8576 eV
* HOMO energy (alpha / beta): -9.9 / -10.5 eV
* 2S+1: 2

---

A 5-piece molecular cluster, C28H51BN5O4 overall in a non-equilibrium geometry. Source: the Open Molecules 2025 dataset; level of theory: ωB97M-V/def2-TZVPD.

```
89
Properties=species:S:1:pos:R:3:forces:R:3
C -1.460953 2.887711 2.600268 -1.3 -1.4 -0.9
C -2.321194 2.036285 1.776793 1.4 1.5 0.3
C -1.901322 1.421496 0.363893 -1.4 1.0 0.7
C -0.417651 0.756400 0.406698 -2.5 0.7 -1.1
O -0.371436 0.098443 1.694232 2.9 -0.6 -0.9
B 0.927769 -0.379085 2.037397 0.4 0.1 1.0
O 1.466310 0.062436 3.315869 -1.2 -1.5 -1.2
O 1.729427 -1.273562 1.292890 -1.4 1.1 0.7
C 0.592728 1.972030 0.232305 0.0 0.0 -0.3
C 1.862204 1.730667 -0.692540 1.5 2.9 0.6
C 3.228334 1.600216 0.142023 -0.1 -0.4 -1.6
C 2.073674 3.110337 -1.512116 0.3 -0.4 -0.6
N 1.745014 0.669565 -1.711517 -0.4 -0.9 1.7
O 2.507673 -0.359893 -1.503600 -0.3 0.7 -0.6
C 0.359495 0.317781 -2.085070 -1.3 -2.2 -1.6
C 0.490533 -0.905650 -3.129511 0.3 -0.1 0.4
C -0.452814 1.436418 -2.856946 0.4 0.0 0.1
C -0.424995 -0.278797 -0.833473 0.3 0.8 -0.2
H -0.979845 2.407510 3.507111 -1.9 1.2 0.0
H -1.269545 3.974754 2.394347 1.3 -1.6 -0.9
H -3.370678 1.847838 2.160681 1.8 -1.6 0.2
H -2.686183 0.623610 0.152411 1.1 0.9 0.3
H -2.006561 2.172448 -0.473473 0.4 -0.8 0.7
H 1.213262 -0.658985 3.927609 0.4 0.7 0.0
H 2.562839 -1.454978 1.755670 -0.3 0.2 -0.2
H -0.001455 2.813086 -0.250661 0.7 -1.1 0.7
H 0.956239 2.419240 1.213643 -0.6 -0.9 -1.0
H 3.390029 2.514513 0.773448 -0.4 -1.1 -0.4
H 4.042561 1.598611 -0.652177 -0.8 0.0 1.1
H 3.324614 0.624386 0.683316 -0.2 1.1 -0.3
H 2.761973 2.908842 -2.393220 -0.7 0.2 1.0
H 1.109660 3.499206 -1.942747 1.0 -0.3 0.5
H 2.570479 3.907471 -0.891910 -0.7 -0.8 -0.4
H -0.448581 -0.993538 -3.743495 1.0 0.2 0.5
H 1.416482 -0.757591 -3.770456 -1.3 -0.1 0.6
H 0.622177 -1.892103 -2.582359 -0.1 1.3 -0.6
H -1.415482 0.991966 -3.259052 1.2 0.5 0.6
H 0.163622 1.777993 -3.742397 -0.7 -0.2 1.0
H -0.719677 2.315490 -2.209128 0.3 -0.8 -0.7
H 0.011307 -1.282615 -0.578914 -0.1 1.2 0.0
H -1.482761 -0.482590 -1.201219 1.2 0.4 0.7
C 7.927349 3.665652 -3.145264 0.0 0.0 0.0
C 6.443013 4.011403 -3.196122 0.2 -0.1 -0.2
C 5.950300 4.710443 -1.926693 0.1 -0.6 0.4
C 6.149487 3.820696 -0.742739 0.0 -0.2 0.8
N 6.304017 3.129451 0.177121 -0.2 0.9 -1.3
H 8.149269 2.962589 -2.339376 0.0 0.1 0.0
H 8.240032 3.196419 -4.080249 0.0 0.1 0.0
H 8.534095 4.563093 -2.995874 0.0 -0.1 0.0
H 5.870095 3.093872 -3.358977 -0.1 0.1 0.0
H 6.258213 4.662336 -4.054807 -0.1 0.0 0.1
H 4.888062 4.948671 -2.016228 0.0 0.0 0.1
H 6.494496 5.644083 -1.766081 0.0 -0.1 0.1
C -6.475354 -0.191382 4.398590 0.1 -0.1 0.1
C -6.082125 1.251690 4.685075 0.1 -0.3 0.1
C -6.832837 2.251149 3.806537 0.4 -0.2 -0.7
C -6.528951 1.987860 2.362120 0.0 0.1 -1.0
N -6.293008 1.783436 1.240681 -0.3 0.3 1.9
H -6.227466 -0.473768 3.372813 -0.1 0.1 0.0
H -5.934208 -0.868548 5.063200 -0.1 0.0 0.0
H -7.546459 -0.349856 4.551513 0.1 0.0 0.0
H -5.004473 1.364828 4.533808 -0.1 0.1 0.0
H -6.283207 1.474385 5.736127 0.0 0.1 -0.1
H -6.531249 3.271546 4.052083 -0.1 0.0 -0.2
H -7.910526 2.169058 3.965924 0.0 0.0 -0.1
C 2.655110 -5.720570 -4.488838 0.0 0.0 0.0
C 2.207176 -5.148424 -3.148185 0.2 0.1 -0.2
C 1.039260 -5.921334 -2.530790 -0.4 0.3 -0.5
C -0.145008 -5.873245 -3.441324 -0.7 -0.1 -0.2
N -1.065062 -5.834589 -4.148283 1.3 0.0 0.9
H 1.860657 -5.663511 -5.236312 0.0 0.0 0.1
H 3.506165 -5.157032 -4.876518 0.0 -0.1 0.0
H 2.957857 -6.766564 -4.387467 0.0 0.1 0.0
H 1.925360 -4.100552 -3.285640 0.0 -0.1 0.1
H 3.051871 -5.165374 -2.454564 -0.1 0.0 0.1
H 0.764592 -5.483133 -1.568942 -0.1 -0.1 -0.1
H 1.315868 -6.964547 -2.360945 -0.1 0.0 -0.1
C -4.345192 -4.157058 2.292337 -0.1 0.0 0.0
C -3.910496 -2.697095 2.363871 -0.3 -0.2 -0.2
C -2.665228 -2.486065 3.223187 -0.3 -0.1 0.6
C -2.927558 -2.930388 4.626028 0.1 -0.1 0.8
N -3.134413 -3.275093 5.715525 0.2 0.5 -1.5
H -4.620593 -4.543658 3.276245 0.1 0.0 0.0
H -5.219432 -4.261566 1.646591 0.1 0.0 0.0
H -3.546488 -4.784625 1.887137 -0.1 0.0 0.0
H -4.737078 -2.101299 2.760126 0.1 0.0 0.0
H -3.710638 -2.337144 1.351103 0.1 0.1 0.1
H -2.388283 -1.428912 3.229183 0.1 -0.1 0.1
H -1.824281 -3.054692 2.818665 0.0 0.0 0.1
```
Forces are in eV/Å.

## Properties
* Kohn-Sham gap (alpha / beta): 7.1390 / 7.1276 eV
* HOMO energy (alpha / beta): -7.3 / -7.3 eV
* 2S+1: 2

---

Q: Which formula does entry 1 have?
A: C28H50P2SiTi